23 unconnected molecules or ions with the total composition C60H152O39 at a distorted geometry, computed with ωB97M-V/def2-TZVPD.

Last column: Löwdin charge in e.
Element x y z (Å)
O 17.1482 9.6811 21.2917  -0.196
H 22.8826 17.2509 16.2443  0.116
O 24.1548 18.6586 19.0977  -0.054
H 22.3419 17.4814 11.9302  0.106
H 19.4585 22.7148 19.4416  0.124
C 24.9112 15.6033 21.4476  -0.204
H 22.0704 13.8313 16.9370  0.059
H 15.4889 15.5051 11.0873  0.097
C 19.5751 17.9890 14.5738  -0.167
H 15.2030 13.0444 23.8113  0.113
H 16.0201 15.9722 22.2818  0.085
H 12.7547 11.2850 16.5206  0.020
H 26.8581 10.1369 16.4438  0.071
H 15.9655 12.6752 26.2793  0.110
H 17.0085 13.1509 18.7774  0.100
C 19.9299 15.4063 21.3180  -0.171
O 17.1040 14.0440 23.6099  -0.151
H 19.7405 9.0705 23.4400  0.122
H 18.1734 12.5960 13.3555  0.103
C 14.9353 12.0902 14.4233  -0.240
C 17.6948 8.6541 16.7957  -0.244
O 19.3585 10.5206 22.1710  -0.074
C 13.7925 18.2043 13.1582  -0.128
O 17.0125 13.4643 16.7656  -0.058
H 19.2121 11.8673 24.5607  0.090
C 17.3523 15.8269 12.1875  -0.157
H 16.4496 14.8582 9.2773  0.092
O 22.8116 15.8464 9.7539  -0.047
O 18.1671 18.0174 14.3832  -0.177
H 19.0074 14.8877 11.7628  0.093
H 17.0164 7.6914 20.8111  0.121
O 20.1555 17.2166 22.8498  -0.131
O 13.9895 15.9844 19.7328  -0.175
H 17.4538 20.5557 21.1358  0.105
H 20.9137 15.2503 23.1991  0.114
H 23.2685 9.7644 20.8049  0.121
H 18.5945 15.3058 24.3629  0.115
C 18.9775 12.0064 13.7958  -0.153
H 26.7474 13.0020 16.4758  0.120
C 16.2191 13.0886 24.2032  -0.190
H 15.3880 14.2929 25.8455  0.110
H 17.6341 16.7666 11.7124  0.113
H 17.1135 7.7602 16.5695  0.123
H 21.9388 15.3650 12.7338  0.090
H 20.7198 13.1669 13.4305  0.101
H 24.4087 15.3555 16.5883  0.131
C 18.4436 22.4310 19.1632  -0.200
H 20.8782 11.3693 24.2008  0.119
H 12.9486 15.6943 11.1039  0.130
C 23.0162 11.0863 12.4357  -0.249
O 14.9604 15.1614 16.5136  -0.079
H 15.9974 12.2575 14.2444  0.089
H 23.8825 17.5158 10.2646  0.120
H 19.3241 13.1420 19.2802  0.105
H 15.7173 17.2884 17.9572  0.109
O 10.1570 10.0123 18.1892  -0.047
H 16.6211 11.6768 21.4668  0.126
H 19.7024 14.0938 16.6219  0.025
H 15.8610 21.0571 20.6904  0.119
H 12.1524 9.5138 18.4689  0.114
H 25.6603 16.0281 20.7794  0.117
H 13.6427 17.3892 22.4990  0.110
C 17.1328 20.3879 19.0223  -0.173
C 14.3636 17.2105 21.7013  -0.152
C 17.7434 19.3142 14.0351  -0.160
H 18.0104 23.0742 18.3971  0.120
H 24.3300 19.5061 19.5132  0.077
H 17.1350 11.0754 19.8604  0.113
H 14.5714 10.6457 21.2274  0.114
H 14.5249 18.2592 13.9635  0.079
H 20.8491 12.1788 14.8988  0.134
H 18.6966 9.9209 15.6763  0.036
H 17.1862 19.3187 19.2274  0.109
H 16.2401 14.0290 11.4849  0.121
C 13.5762 17.1766 20.4172  -0.181
H 13.6692 18.0929 19.8343  0.117
O 18.3674 11.6447 15.0583  -0.105
C 13.4217 16.7078 12.9990  -0.187
O 27.4866 10.5229 17.0583  -0.079
H 24.1779 16.3970 21.5909  0.103
C 21.9225 19.5707 18.4938  -0.244
O 21.2293 16.4774 17.1836  -0.059
C 10.0879 15.3556 18.1069  -0.238
H 16.3441 20.6897 18.3331  0.118
H 12.3280 12.9693 18.1768  0.062
H 17.8036 17.2176 15.9822  0.025
H 19.3184 7.7347 17.9165  0.125
H 18.7457 19.3577 12.1117  0.113
H 15.5748 16.2619 15.0340  0.110
H 18.3032 16.4582 20.1726  0.098
C 16.1675 13.5527 25.6651  -0.145
H 11.1811 9.4021 19.9210  0.122
O 22.8811 15.5462 12.7600  -0.065
O 23.0422 11.8101 19.1015  -0.060
H 12.9151 18.8138 13.3750  0.117
H 14.2369 15.9913 13.1003  0.091
H 16.3875 14.1708 16.5873  0.039
H 14.7435 12.2165 16.6344  0.094
H 17.9217 8.2321 18.8931  0.083
H 23.5932 14.8226 19.9419  0.091
C 17.5776 14.9637 24.5549  -0.273
C 24.2011 14.4104 20.7472  -0.265
H 15.5058 18.2899 11.8218  0.094
O 20.0430 10.3711 25.7481  -0.072
H 14.8395 11.1399 19.5707  0.112
H 18.1658 17.0821 22.7489  0.088
H 24.6202 9.8974 12.3454  0.089
C 17.6064 13.6598 18.0214  -0.208
H 24.4582 12.6719 20.0062  0.043
O 18.4769 8.9864 15.6838  -0.070
H 18.6081 10.1862 21.6744  0.019
H 12.5147 17.0890 20.6486  0.106
C 18.9023 19.7505 13.1163  -0.183
C 16.5788 10.8412 20.7681  -0.189
C 25.9734 12.5455 17.0928  -0.232
O 12.3864 12.0158 18.0818  -0.066
H 22.0522 16.1004 15.3618  0.096
H 22.5181 18.5620 20.3159  0.114
O 25.0116 13.4340 20.1921  -0.064
C 11.3155 9.9681 18.9993  -0.234
C 14.4342 18.4842 11.7784  -0.186
H 11.9500 17.1387 11.6423  0.124
H 11.3684 16.2502 16.5144  0.122
H 14.4364 15.1792 22.4446  0.108
H 17.7221 19.9702 14.9053  0.123
H 25.6491 13.2594 17.8500  0.094
H 23.3500 15.3096 17.9594  0.098
C 20.1823 12.8064 14.3076  -0.177
O 17.4757 16.9738 16.8509  -0.070
C 23.1334 16.7362 12.0099  -0.204
H 14.2600 16.9750 15.8713  0.117
H 21.7687 16.1654 21.9333  0.096
H 26.1651 14.4773 22.2248  0.073
C 15.2068 16.4620 16.0402  -0.220
C 15.1679 10.4396 20.3387  -0.173
C 18.9416 17.4191 22.0614  -0.154
H 20.7210 18.8795 12.9113  0.109
H 10.8846 14.5452 16.3541  0.131
H 9.1622 15.7285 17.6687  0.123
H 16.9925 9.4824 16.8890  0.094
O 13.6829 17.6290 10.9441  -0.145
H 15.9654 18.3575 16.5918  0.111
H 14.2850 19.4949 11.3984  0.121
C 23.3610 15.2522 16.8710  -0.146
C 22.3470 16.3127 16.3894  -0.259
H 18.4043 13.5581 25.7877  0.104
C 15.0308 15.3010 20.3536  -0.175
C 16.3567 8.5221 21.0617  -0.135
O 13.2532 11.0413 15.7372  -0.077
H 14.0668 15.0816 16.8554  0.057
O 25.6079 15.1515 22.6205  -0.063
O 21.9795 9.0910 19.4170  -0.072
H 24.1904 12.8642 16.5350  0.004
C 19.0544 13.1256 18.2242  -0.159
C 15.0458 15.8276 21.8150  -0.112
H 23.6943 14.0782 12.6672  0.010
H 24.6071 11.7736 13.8443  0.107
H 9.7428 9.1463 18.1843  0.086
H 27.4394 12.0181 18.5606  0.122
H 20.9096 19.2082 18.6693  0.095
O 12.4076 14.8834 17.6530  -0.091
O 17.4653 22.3706 20.1820  -0.130
H 25.9914 10.9529 18.4179  0.102
H 19.1885 14.5532 14.3456  0.061
C 18.4461 21.0374 18.6603  -0.196
H 19.0779 20.8034 12.8960  0.123
O 23.9560 10.2932 11.7764  -0.050
H 19.3742 11.2812 13.0852  0.129
O 20.0402 13.8988 17.4990  -0.104
H 24.5897 15.8868 10.7223  0.127
O 19.3250 9.6744 18.3345  -0.074
C 22.7607 18.5012 19.2550  -0.253
H 20.4603 11.0222 26.3169  0.077
H 12.6804 15.5652 18.2713  0.063
H 12.7041 16.4057 13.7618  0.113
H 22.4464 10.5315 13.1811  0.100
H 21.6022 9.7665 21.4385  0.112
O 24.2096 13.2762 12.5532  -0.080
C 19.2092 16.6035 20.7609  -0.145
H 20.8629 15.6203 17.4131  0.047
H 14.5386 11.4328 13.6496  0.120
H 15.3990 10.7358 16.0837  0.094
H 18.2268 9.8795 23.7882  0.116
O 14.3955 13.3414 14.2133  -0.073
H 22.1774 11.5204 11.8916  0.113
H 22.6991 9.1484 18.7842  0.087
C 11.1968 15.3194 17.0550  -0.191
O 10.4522 16.2066 19.1507  -0.051
H 23.0580 12.6177 13.9988  0.085
H 15.0524 18.0519 21.7777  0.102
H 23.9231 17.2256 12.5800  0.126
H 20.0160 17.0425 14.2610  0.116
H 17.5586 14.8894 26.7214  0.121
H 23.0023 11.1125 18.4432  0.083
C 11.7874 11.4028 19.2056  -0.232
H 22.0787 19.5902 17.4153  0.118
H 17.6493 14.7182 18.2783  0.102
C 23.7524 12.1638 13.2918  -0.233
C 17.5609 14.2466 25.8412  -0.141
H 15.5810 8.7731 19.0502  0.106
H 14.8574 14.2272 20.2830  0.123
H 15.9442 15.5998 19.8394  0.099
H 12.4629 11.4641 20.0589  0.096
C 22.2236 9.9602 20.5641  -0.169
C 16.8935 21.0484 20.3412  -0.198
H 19.1218 12.0848 17.9075  0.098
H 10.9979 12.0101 19.6484  0.119
H 22.8896 21.2456 18.8310  0.088
H 18.5821 18.3933 21.7303  0.098
H 16.8060 16.0182 13.1112  0.098
C 16.0541 17.3222 16.9211  -0.177
C 16.4734 15.0433 11.1612  -0.232
O 22.8749 13.9581 16.4288  -0.081
H 19.8687 17.1741 20.1069  0.104
H 22.3747 17.4900 19.1267  0.091
C 14.6312 11.4721 15.8461  -0.177
H 18.7328 20.8409 17.6272  0.113
H 20.5054 14.8758 20.5594  0.103
H 9.8144 14.3533 18.4366  0.119
C 23.6958 16.5019 10.6184  -0.261
H 14.3824 13.7277 15.0920  0.043
O 24.7412 12.0792 16.4931  -0.080
H 23.4878 13.8874 21.3843  0.108
C 26.7670 11.4971 17.8790  -0.215
H 18.2447 12.4724 15.5289  0.040
O 22.0854 20.8074 19.1188  -0.053
C 12.9276 16.6576 11.6135  -0.228
H 16.7975 19.3277 13.4937  0.109
C 22.1374 11.4044 20.1132  -0.225
O 19.7226 14.0252 14.9435  -0.095
C 19.2547 10.0459 23.4659  -0.262
H 20.0774 9.3436 18.8305  0.038
C 19.8844 11.0138 24.4728  -0.218
H 17.0115 15.8951 24.5688  0.118
H 19.8384 18.1602 15.6176  0.115
H 23.2635 15.8237 8.9072  0.089
C 15.2619 8.9941 20.0687  -0.142
H 9.8191 16.9012 19.3465  0.097
H 14.2935 8.5039 20.1683  0.114
H 19.1996 14.7413 21.7791  0.106
H 22.2464 12.0873 20.9558  0.117
H 15.9588 8.3976 22.0688  0.124
H 21.1172 11.5285 19.7501  0.108
H 19.2139 20.4835 19.2004  0.095
C 18.5573 8.5034 18.0502  -0.208
C 20.0596 19.1452 13.7359  -0.183
O 18.5180 15.0217 12.5777  -0.083
H 20.4205 19.8639 14.4716  0.122
C 20.8073 16.0072 22.4220  -0.187
H 16.7269 12.1243 24.2199  0.106
O 17.1266 15.0857 9.9189  -0.047

Forces on the atoms, in the same order (eV/Å):
0.91 -0.27 0.23
-0.09 0.46 0.68
-0.06 -0.27 -0.30
-0.68 -0.50 0.35
-0.28 0.37 0.48
0.30 -1.58 -0.74
-0.55 -0.59 0.15
-0.06 0.52 0.05
0.32 0.14 -0.31
0.25 0.10 -0.68
0.05 -0.53 -0.28
0.15 0.15 0.38
-0.18 0.07 -0.02
0.13 0.19 0.37
-0.18 -0.08 0.29
-0.51 -0.41 -0.02
-0.25 -0.20 -1.67
0.25 -0.23 0.86
0.67 0.36 -0.84
1.25 -1.29 0.77
0.68 1.21 0.02
0.85 1.56 -0.34
1.17 -0.89 0.05
1.33 -0.84 -0.43
-0.01 0.24 -0.06
-0.43 -1.71 -0.40
0.25 -0.04 -0.38
-0.64 -0.01 -0.16
-1.11 -1.33 0.34
0.21 -0.19 -0.19
-0.31 0.03 -0.33
0.11 0.60 -0.45
-1.69 0.78 -1.29
0.19 -0.27 0.11
0.10 0.47 0.48
0.13 -0.01 0.60
0.16 -0.31 -0.72
0.24 1.49 2.27
-0.56 0.27 -0.98
0.78 0.85 1.84
-0.05 0.02 -0.07
0.25 0.05 0.14
0.19 -0.20 0.15
-0.15 -0.19 -0.01
0.61 -0.22 -0.18
-0.27 0.20 -0.56
-1.34 -0.42 -0.97
-0.05 0.03 -0.68
-0.02 0.13 0.02
0.99 0.81 3.10
0.32 -0.47 0.44
0.42 -0.91 0.34
0.56 0.09 -0.22
-0.19 0.27 0.03
0.16 -0.28 0.05
-0.21 -0.10 0.18
0.05 -0.10 0.12
-0.26 -0.13 -0.91
-0.09 0.63 -0.27
0.05 -0.50 -0.26
-0.04 0.02 -0.39
0.18 -0.18 0.29
-0.42 0.30 0.39
-0.16 0.21 0.74
1.22 1.05 -0.87
0.46 0.53 -0.08
0.39 0.03 0.09
0.30 0.45 -0.05
-0.55 -0.26 -0.02
-0.10 0.52 0.12
-0.32 0.45 0.48
-0.24 0.48 0.16
-0.01 -0.15 -0.78
0.49 -0.26 0.25
-0.25 -0.40 0.29
0.41 -0.18 -0.46
0.11 -2.10 -0.79
0.22 -0.24 1.43
-0.03 1.14 0.74
0.03 -0.18 0.76
0.30 -2.17 1.02
-0.22 0.66 0.77
-0.75 0.79 -1.09
-0.12 -0.40 -0.17
0.04 0.50 -0.12
-0.23 0.24 -0.47
-0.40 -0.58 -0.29
-0.27 -0.43 -0.03
0.69 0.72 -0.06
-0.09 -0.45 0.12
0.57 -0.63 0.35
-0.15 0.37 0.27
-0.96 0.88 -0.22
0.10 -0.60 0.49
0.06 -0.01 -0.08
0.51 0.36 0.23
-0.37 0.33 0.13
-0.10 0.35 -0.04
-0.09 -0.01 0.20
-0.27 0.47 -0.15
0.80 1.29 -0.12
-1.21 1.06 -0.04
0.16 -0.41 -0.32
-0.44 -0.02 -0.35
-0.22 -0.46 -0.34
-0.52 -0.59 -0.55
-0.34 0.35 0.45
0.87 0.10 1.24
-0.11 -0.27 -0.40
0.50 -1.28 -0.69
-0.28 -0.38 -0.24
-0.11 -0.23 -0.21
-2.21 0.93 -1.60
-0.35 0.19 -1.69
0.18 -0.26 1.09
-0.40 -0.75 0.17
-0.03 -0.61 -0.22
-0.13 0.84 0.38
1.86 -0.04 0.23
0.89 0.97 -0.99
-1.41 -0.02 1.14
-0.81 -0.88 -0.32
-0.28 0.21 0.15
0.12 -0.07 0.06
-0.30 0.04 0.29
0.37 0.30 0.10
0.05 -0.17 0.22
-0.94 1.65 -2.67
-1.44 -0.29 1.35
1.03 -0.03 -0.12
-0.30 0.13 0.14
0.34 0.65 0.54
0.35 -0.32 0.40
-0.93 -0.18 -0.80
0.29 2.25 1.33
0.38 -1.30 -0.55
0.75 0.03 0.70
0.26 0.04 -0.30
-0.04 0.03 -0.47
-0.40 0.03 0.68
1.66 0.13 -2.43
-0.22 0.22 -0.08
0.05 0.10 0.16
-1.40 -0.13 -0.03
1.85 0.13 -1.42
-0.16 -0.24 0.61
1.01 0.83 1.23
-0.90 0.85 0.93
1.26 -0.55 -0.23
-0.49 -0.12 0.41
-0.73 0.52 -0.44
-1.15 0.06 0.86
-0.95 0.07 -0.29
-0.48 0.20 -1.27
-0.39 0.48 -0.16
-0.27 -0.12 0.24
-0.15 -0.43 -0.01
0.01 -0.07 -0.11
0.21 -0.35 -0.20
-0.31 0.44 -0.15
0.10 -0.22 -0.45
-0.87 0.61 1.66
0.19 -0.17 0.64
-0.16 -0.14 -0.71
1.52 -2.60 -0.88
-0.45 0.26 0.57
-0.54 -0.34 -1.89
-0.63 -0.94 0.67
0.09 -0.14 1.55
0.39 0.28 -0.04
-0.97 0.17 -0.11
-0.95 0.30 0.28
0.01 -0.09 0.17
0.35 0.11 0.86
-0.25 -0.06 -0.15
0.05 -0.72 0.35
-0.37 -0.26 -0.60
1.30 -0.58 -1.09
-0.54 0.68 0.89
-0.46 -0.48 0.13
0.03 -0.28 0.17
-0.41 -0.67 -0.19
-0.30 0.00 -0.10
-1.47 1.48 0.22
0.81 0.05 -1.23
0.18 -0.03 0.19
-0.76 -0.96 0.24
0.85 0.29 1.17
-0.21 -0.65 0.57
0.29 -0.16 -0.31
0.15 0.21 -0.14
-0.49 -0.25 0.04
0.35 -0.12 -0.04
0.29 0.29 -0.65
-0.28 0.36 1.89
0.31 -0.01 -0.05
-0.15 0.23 -0.07
-1.26 1.23 -0.57
-1.64 -0.79 0.66
0.14 0.18 -0.13
0.09 0.03 -0.07
0.39 -0.45 0.01
0.70 -0.62 -0.02
2.13 0.17 -1.32
0.92 0.83 0.51
-0.05 -0.16 -0.09
-0.75 0.13 -0.68
0.02 -0.08 -0.20
1.19 0.83 0.64
0.05 0.00 -0.11
2.04 0.07 -0.70
0.02 0.80 1.34
0.69 0.85 0.36
0.16 0.27 0.08
0.66 -0.19 -1.25
-0.94 1.03 -1.89
-0.12 0.52 -0.26
0.05 -0.16 0.11
0.52 -0.19 0.33
0.11 -0.08 0.89
-0.06 0.69 -0.02
2.24 -0.58 0.09
-0.10 0.49 0.75
-1.40 -0.99 -1.17
-0.40 0.39 0.27
-0.23 1.00 0.19
-1.22 1.18 0.15
-0.10 -0.39 0.37
-1.48 0.24 0.52
0.71 -0.81 1.09
0.59 -0.62 0.75
0.54 0.26 0.09
0.21 -0.37 0.24
-0.62 0.07 0.00
-0.16 -0.23 0.18
-0.22 -0.24 -0.18
0.34 -1.69 -0.63
-0.17 -0.25 -0.28
0.14 -0.23 0.31
-0.06 -0.28 -0.15
0.15 -0.07 0.10
-0.58 -0.99 -0.11
-0.24 0.21 -0.10
0.16 -0.02 0.25
0.26 -0.13 -0.25
2.00 0.04 0.74
-0.85 1.11 -0.37
0.97 0.13 -0.49
-0.66 -0.35 -1.32
-0.25 -0.26 -0.54
0.07 -0.16 -0.33

Values from the calculation:
HOMO level: -0.322 Eh
gap between HOMO and LUMO: 8.72 eV
net charge: 0
electronic energy: -5311.144838 hartree
LUMO energy: -0.0318 eV